Entry 1:
{
  "formula": "C23H61Cl2N3O19P4",
  "method": "ωB97M-V/def2-TZVPD",
  "total_energy_ha": -4792.9796,
  "total_charge": 0,
  "orbital_gap_ev": 9.49,
  "smiles": "COP(=O)(OC)OC.COP(=O)(OC)OC.COP(=O)(OC)OC.COP(=O)(OC)OC.CNC(C)=O.CNC(C)=O.CNC(C)=O.ClCCCl",
  "species": ["C", "O", "P", "O", "O", "C", "O", "C", "H", "H", "H", "H", "H", "H", "H", "H", "H", "C", "O", "P", "O", "O", "C", "O", "C", "H", "H", "H", "H", "H", "H", "H", "H", "H", "C", "O", "P", "O", "O", "C", "O", "C", "H", "H", "H", "H", "H", "H", "H", "H", "H", "C", "O", "P", "O", "O", "C", "O", "C", "H", "H", "H", "H", "H", "H", "H", "H", "H", "C", "N", "C", "C", "O", "H", "H", "H", "H", "H", "H", "H", "C", "N", "C", "C", "O", "H", "H", "H", "H", "H", "H", "H", "C", "N", "C", "C", "O", "H", "H", "H", "H", "H", "H", "H", "Cl", "C", "C", "Cl", "H", "H", "H", "H"],
  "xyz": [[4.40822, -2.90601, -1.90683], [5.36558, -3.86253, -2.34448], [4.87884, -5.21784, -3.02423], [3.65224, -5.05662, -3.81162], [6.15039, -5.76976, -3.80249], [7.41860, -5.72077, -3.16686], [4.77517, -6.24471, -1.78461], [4.31230, -7.57137, -2.07140], [4.78735, -1.93361, -2.22379], [4.29560, -2.85812, -0.82221], [3.42335, -3.06741, -2.34024], [7.66400, -4.72058, -2.81029], [8.19475, -5.98133, -3.88628], [7.53406, -6.42629, -2.34259], [4.41913, -7.84876, -3.11782], [3.34128, -7.66334, -1.59041], [4.96160, -8.27424, -1.53792], [-3.58701, 2.97896, 1.11296], [-4.50603, 3.37049, 0.06683], [-4.16559, 3.12118, -1.48599], [-2.75975, 3.31819, -1.89920], [-4.81285, 1.70508, -1.80211], [-4.00631, 0.54885, -1.56568], [-5.15575, 4.09828, -2.28719], [-4.94698, 5.47515, -2.03792], [-3.60323, 3.88808, 1.71676], [-2.58262, 2.77450, 0.74821], [-3.93683, 2.12636, 1.69512], [-4.11285, 0.17752, -0.54278], [-2.95014, 0.80183, -1.69106], [-4.24185, -0.26229, -2.24947], [-4.05359, 5.87774, -2.51754], [-4.91816, 5.82860, -1.00113], [-5.81953, 6.01030, -2.41989], [-6.18840, -1.52316, 0.87390], [-5.73285, -0.84339, 2.03877], [-4.21696, -1.02429, 2.53142], [-3.67341, 0.09143, 3.30903], [-4.24645, -2.43694, 3.27356], [-5.24714, -2.71758, 4.24856], [-3.45575, -1.34551, 1.14449], [-2.01038, -1.44205, 1.27649], [-5.88730, -0.99281, -0.04070], [-7.27113, -1.48424, 0.77673], [-5.71053, -2.49970, 0.80561], [-5.22028, -3.77148, 4.49800], [-6.23262, -2.46299, 3.84845], [-5.17416, -2.08242, 5.13354], [-1.49211, -0.82246, 0.54557], [-1.77782, -2.48201, 1.06418], [-1.65042, -1.10451, 2.24738], [0.60032, -0.17836, 4.45678], [-0.00457, 0.75069, 3.55257], [0.28183, 2.31035, 3.77057], [1.68364, 2.61759, 3.96304], [-0.41859, 2.87621, 2.44047], [-0.59447, 4.28535, 2.25837], [-0.69621, 2.77488, 4.95420], [-2.06717, 2.45018, 4.85133], [1.56355, -0.50717, 4.07064], [-0.08519, -1.01399, 4.58131], [0.74012, 0.27729, 5.43941], [0.37661, 4.68733, 1.98300], [-1.00305, 4.80617, 3.12858], [-1.36107, 4.45096, 1.50849], [-2.78365, 3.27367, 4.92039], [-2.41705, 1.73139, 5.59260], [-2.28852, 2.01099, 3.87596], [5.46166, 1.20397, 3.16100], [5.65743, 1.52623, 1.76724], [5.90576, 0.57092, 0.86307], [5.87763, 0.96440, -0.60592], [5.94839, -0.62404, 1.15384], [6.41991, 1.05317, 3.66595], [4.94954, 0.26411, 3.37187], [4.93566, 1.93268, 3.77640], [5.39004, 2.44376, 1.46022], [5.36878, 0.12984, -1.08118], [6.87745, 1.03876, -1.02595], [5.27784, 1.87251, -0.67620], [-0.92397, 4.45724, -4.63781], [-0.43961, 4.58923, -3.28020], [0.89549, 4.70807, -3.03134], [1.36640, 4.69332, -1.58678], [1.70495, 4.74532, -3.94949], [-0.26569, 3.87213, -5.28756], [-0.92128, 5.45004, -5.09072], [-1.88017, 3.94358, -4.67349], [-0.99113, 4.09407, -2.58858], [1.24047, 5.67982, -1.14026], [2.41209, 4.40372, -1.61170], [0.77075, 3.98739, -1.00969], [-3.39060, -3.24970, -1.35692], [-2.11863, -3.17427, -2.07425], [-1.00335, -3.63246, -1.48158], [0.27598, -3.73248, -2.31445], [-0.91877, -3.77137, -0.26783], [-3.49770, -4.23616, -0.90940], [-4.15696, -3.05423, -2.10619], [-3.50313, -2.51734, -0.55789], [-2.11433, -3.11534, -3.07677], [0.35513, -3.03999, -3.15618], [0.45854, -4.73207, -2.70594], [1.07012, -3.43221, -1.63712], [1.79782, -0.72730, -1.61459], [2.14110, 0.55405, -0.37918], [0.98082, 0.83883, 0.52159], [-0.43044, 1.55161, -0.26859], [2.30760, 1.35887, -1.09269], [3.03196, 0.23549, 0.15376], [1.29886, 1.58772, 1.24351], [0.61542, -0.08684, 0.95941]],
  "forces_ev_per_a": [[-0.33, 0.95, 0.10], [0.25, -1.11, -0.01], [-0.44, 0.11, 0.73], [0.45, -0.47, -0.07], [-0.35, 0.46, -0.10], [1.20, 0.05, 0.13], [0.15, 0.67, -0.58], [0.65, -0.37, 1.01], [-0.14, -0.05, -0.08], [0.31, -0.42, 0.02], [0.14, -0.13, -0.20], [-0.27, 0.03, 0.06], [-0.32, -0.05, -0.28], [-0.47, -0.01, 0.07], [-0.64, 0.25, -0.13], [-0.31, -0.15, -0.73], [0.10, 0.23, 0.06], [-0.16, 0.89, 0.18], [0.26, -0.45, -1.31], [-0.34, 0.35, -0.17], [-0.37, -0.42, 0.71], [0.02, 0.29, -0.32], [0.95, -0.21, 0.46], [0.39, -0.97, 1.36], [-0.51, 1.87, -0.20], [0.43, -0.38, 0.45], [-0.06, 0.06, -0.17], [-0.27, 0.01, -0.22], [-0.23, 0.20, -0.10], [-0.03, -0.07, -0.15], [-0.35, 0.26, -0.21], [0.04, -0.36, -0.19], [0.14, -0.93, 0.25], [0.12, -0.23, -0.36], [0.46, 0.34, -1.30], [0.49, 0.54, 0.21], [-0.40, -0.44, -1.01], [-0.36, -0.16, -0.05], [0.37, 0.15, -0.24], [-0.91, 0.63, 0.08], [-0.26, 0.79, 1.64], [0.49, -0.47, -0.17], [0.33, 0.10, 0.33], [-0.04, -0.48, 0.81], [-0.60, -0.29, 0.10], [0.24, -0.01, 0.01], [0.02, -0.30, -0.19], [0.54, -0.18, 0.08], [-0.52, 0.11, -0.27], [0.27, 0.13, 0.27], [-0.25, -0.10, 0.16], [-0.01, 0.10, 0.42], [-0.28, 0.66, -0.25], [-1.66, -0.55, -0.49], [0.69, 0.55, 0.34], [-0.07, -0.41, 0.82], [0.05, 0.20, 0.18], [0.90, 0.28, 0.05], [-1.68, -0.76, -0.90], [-0.04, -0.02, -0.03], [0.04, -0.04, -0.20], [0.10, -0.02, -0.03], [-0.15, 0.39, -0.13], [0.38, -0.31, 0.37], [0.36, -0.26, -0.48], [0.78, 0.62, 0.23], [0.60, -0.10, 0.15], [0.07, -0.20, 0.13], [0.60, -0.61, 1.47], [-0.47, 0.63, 0.80], [-0.83, -1.72, -0.86], [-0.21, -0.02, 0.86], [0.50, 0.63, 0.28], [0.17, 0.13, -0.16], [-0.20, -0.08, -0.78], [-0.09, 0.49, -0.72], [0.16, 0.03, -0.09], [-0.03, 0.13, -0.24], [-0.03, 0.29, -0.01], [0.30, 0.12, -0.59], [0.69, 0.12, -0.61], [-0.09, -0.57, 0.68], [0.34, -0.74, -0.79], [-0.58, 0.03, -0.34], [-0.04, 0.50, 0.24], [0.27, -0.08, 0.36], [-0.52, -0.06, -0.13], [-0.25, 0.43, 0.28], [-0.09, 0.33, 0.10], [0.13, 0.03, -0.01], [0.04, 0.07, 0.17], [0.05, -0.06, 0.12], [0.02, 0.18, -0.54], [-0.43, -0.29, 0.15], [1.75, 1.05, 0.25], [-0.13, 0.22, -0.08], [-0.48, -0.74, -0.20], [-0.19, -0.09, -0.08], [-0.23, -0.22, 0.17], [0.28, -0.04, -0.29], [-0.13, -0.02, -0.03], [-0.46, -0.03, -0.05], [-0.02, -0.08, 0.18], [0.10, -0.37, 0.06], [-0.16, -0.28, 0.40], [-0.32, -0.02, -1.67], [0.12, -0.25, 0.17], [-0.14, 0.10, -0.77], [0.43, 0.50, 0.69], [-0.02, 0.15, 0.14], [0.01, -0.32, 0.29], [0.21, 0.15, 0.44]]
}

---

Entry 2:
{
  "formula": "C23H61ClO12P2",
  "method": "ωB97M-V/def2-TZVPD",
  "total_energy_ha": -2958.7216,
  "total_charge": 0,
  "orbital_gap_ev": 8.94,
  "species": ["C", "C", "C", "Cl", "O", "P", "O", "O", "C", "C", "C", "C", "C", "C", "O", "C", "O", "P", "C", "O", "H", "H", "H", "H", "H", "H", "H", "H", "H", "H", "H", "H", "H", "H", "H", "H", "H", "H", "H", "H", "H", "H", "H", "H", "H", "C", "C", "O", "H", "H", "H", "H", "H", "H", "C", "C", "O", "H", "H", "H", "H", "H", "H", "C", "C", "O", "H", "H", "H", "H", "H", "H", "C", "C", "O", "H", "H", "H", "H", "H", "H", "C", "C", "O", "H", "H", "H", "H", "H", "H", "C", "C", "O", "H", "H", "H", "H", "H", "H"],
  "xyz": [[1.26902, -1.03236, 1.42135], [1.20674, 0.50636, 1.74204], [-0.32168, 0.84745, 1.88566], [-0.42683, 2.54331, 2.54430], [-0.87044, 0.67432, 0.58413], [-2.23905, 1.57167, 0.29700], [-3.25115, 1.58864, 1.41000], [-1.92247, 3.11340, -0.20601], [-1.46216, 3.16811, -1.57262], [-0.14473, 2.37835, -1.83660], [0.27911, 2.60200, -3.34363], [1.18269, 1.36694, -3.74482], [2.59270, 1.44395, -3.06707], [2.93017, 0.18333, -2.20679], [2.99340, -0.99960, -2.99024], [3.04781, -2.14625, -2.15296], [-2.96450, 0.82319, -1.04280], [-2.96039, -0.87187, -0.69868], [-4.69206, -1.54367, -1.00569], [-2.02926, -1.71343, -1.83258], [0.98807, -1.13903, 0.34928], [0.49024, -1.59744, 1.97591], [2.26482, -1.48404, 1.57851], [1.53175, 1.02845, 0.81265], [1.79342, 0.81457, 2.62353], [-0.78667, 0.16875, 2.63053], [-2.24928, 2.90029, -2.31355], [-1.23041, 4.24029, -1.77390], [0.64848, 2.72483, -1.13620], [-0.29348, 1.28380, -1.72394], [-0.65810, 2.49784, -3.93744], [0.79422, 3.56858, -3.50151], [0.62501, 0.46021, -3.42162], [1.27593, 1.39776, -4.85263], [2.66576, 2.30908, -2.37163], [3.36974, 1.48752, -3.86189], [2.20722, 0.01752, -1.37270], [3.94858, 0.36715, -1.77689], [3.38944, -3.00250, -2.76057], [2.04027, -2.29576, -1.70350], [3.77163, -2.02563, -1.30737], [-4.97890, -1.49798, -2.07949], [-5.40989, -0.95452, -0.40160], [-4.75172, -2.60773, -0.69312], [-1.38065, -1.15158, -2.27043], [-5.94001, 0.09349, 4.33534], [-4.49277, -0.32838, 4.16478], [-4.24442, -0.74847, 2.83118], [-6.60984, -0.73188, 4.08600], [-6.13861, 0.41045, 5.36172], [-6.18219, 0.91882, 3.66128], [-4.25999, -1.16603, 4.82436], [-3.81752, 0.50038, 4.40572], [-4.43653, -0.00243, 2.24543], [1.15043, 7.38013, -3.17102], [2.12474, 6.23544, -2.96792], [1.95403, 5.24218, -3.97714], [0.12211, 7.01467, -3.14892], [1.27084, 8.13930, -2.39598], [1.30324, 7.84910, -4.14660], [1.95531, 5.75689, -2.00262], [3.15792, 6.59576, -2.99735], [2.11305, 5.65986, -4.82810], [-1.60003, -5.49234, 1.62442], [-0.45389, -4.52833, 1.86519], [-0.32362, -3.62423, 0.76992], [-1.43647, -6.05769, 0.70488], [-1.70324, -6.19325, 2.45566], [-2.54205, -4.95016, 1.50434], [0.48539, -5.07051, 1.96417], [-0.61631, -3.95313, 2.78074], [-1.15246, -3.13933, 0.69202], [2.01269, -0.51607, -8.89174], [1.28021, 0.59928, -8.17062], [1.95907, 0.95328, -6.96867], [2.09563, -1.39481, -8.25011], [1.49219, -0.79765, -9.80924], [3.03004, -0.20817, -9.14730], [0.27356, 0.28120, -7.89888], [1.20145, 1.48661, -8.80763], [2.84354, 1.24306, -7.20828], [0.18375, -7.20877, 5.75987], [1.21023, -6.14381, 5.42292], [0.59808, -5.04972, 4.74556], [-0.30222, -7.57103, 4.85211], [0.64884, -8.05380, 6.27130], [-0.60055, -6.79991, 6.40238], [1.97911, -6.54967, 4.76525], [1.69494, -5.77158, 6.33150], [-0.07290, -4.68542, 5.32956], [1.53198, 1.45790, 6.60109], [2.27519, 2.55983, 5.86938], [2.21656, 2.35714, 4.46157], [1.95883, 0.48310, 6.35743], [1.58021, 1.60309, 7.68232], [0.48186, 1.43346, 6.29791], [3.32650, 2.56840, 6.15840], [1.84571, 3.53957, 6.10397], [1.28607, 2.35998, 4.20401]],
  "forces_ev_per_a": [[-0.39, 0.57, -0.36], [-1.01, -0.93, -0.82], [2.25, -0.55, 0.68], [-0.25, -0.37, -0.29], [-1.66, 2.19, -0.01], [-3.13, 0.29, 0.66], [2.08, 0.02, -1.52], [-0.17, -3.09, -0.08], [1.35, 0.89, -1.14], [-0.41, 0.67, -0.86], [-0.09, -1.65, 0.94], [-0.16, 1.48, -0.07], [-0.34, -1.38, 0.05], [0.51, 0.67, -0.11], [0.11, 0.17, 0.19], [0.00, 0.09, 0.34], [1.60, -0.40, 0.79], [0.14, -1.51, 1.50], [0.19, 0.64, -1.19], [-1.34, 1.25, 0.04], [0.29, -0.20, 0.72], [0.72, 0.27, -0.14], [-0.52, 0.28, -0.01], [0.07, 0.03, 0.90], [-0.40, -0.13, -0.43], [-0.17, 0.64, -0.61], [0.36, -0.15, 0.81], [-0.24, -0.64, 0.36], [-0.54, -0.33, -0.33], [0.05, 0.67, 0.19], [0.60, 0.47, 0.15], [-0.50, -0.64, -0.04], [0.51, 0.32, -0.41], [0.03, -0.44, 0.84], [0.07, -0.36, -0.64], [-0.38, 0.28, 0.63], [0.26, 0.34, -0.41], [-0.68, -0.21, 0.07], [-0.45, 0.37, 0.26], [0.57, -0.32, -0.23], [-0.37, 0.06, -0.58], [0.04, 0.04, 0.61], [0.48, -0.26, -0.26], [0.42, 0.71, -0.02], [0.17, 0.00, -0.04], [-0.09, -0.01, 0.09], [-0.11, 0.25, -0.39], [-0.14, -0.36, 0.07], [0.05, -0.03, 0.06], [-0.04, 0.03, -0.04], [0.07, 0.05, 0.08], [0.05, -0.03, -0.11], [-0.03, 0.01, 0.15], [0.41, 0.05, 0.10], [-0.07, 0.01, 0.05], [-0.03, 0.21, -0.34], [0.11, 0.00, 0.17], [0.04, -0.01, 0.07], [-0.01, 0.01, -0.05], [0.07, 0.05, 0.06], [0.03, -0.13, -0.10], [-0.01, 0.04, 0.17], [0.00, -0.02, -0.06], [-0.02, -0.10, 0.00], [-0.41, 0.20, -0.21], [0.19, -0.18, -0.09], [0.06, -0.01, 0.05], [-0.04, 0.02, -0.01], [0.00, 0.00, 0.11], [0.04, 0.16, -0.04], [0.08, -0.16, 0.09], [-0.01, 0.07, -0.08], [-0.03, -0.09, -0.01], [0.40, 0.03, -0.08], [-0.24, 0.00, 0.02], [-0.08, 0.03, -0.01], [0.05, 0.00, 0.00], [-0.05, 0.04, -0.09], [0.06, 0.08, 0.14], [-0.14, -0.07, -0.09], [0.06, 0.00, 0.03], [-0.01, -0.08, -0.03], [-0.34, 0.10, 0.21], [0.22, -0.08, -0.14], [0.08, -0.01, 0.00], [-0.05, 0.01, 0.02], [0.07, -0.03, 0.07], [-0.03, 0.15, -0.06], [0.11, -0.15, 0.01], [-0.04, 0.04, 0.02], [0.02, -0.06, 0.07], [-0.33, -0.11, -0.16], [0.22, -0.03, 0.09], [0.06, 0.05, 0.03], [-0.05, -0.02, -0.02], [0.00, 0.08, 0.07], [0.00, 0.02, -0.14], [0.07, 0.00, 0.16], [0.08, 0.09, -0.05]]
}